(1)
Below is 2 unconnected molecules or ions with the total composition C3H7NO3, with properties calculated with the ωB97M-V functional and the def2-TZVPD basis.

Output
* total charge: 0
* highest occupied orbital energy: -0.3632 hartree
* energy relative to the best compared isomer or geometry (same formula, charge and spin): 156.5 kcal per mole
* largest force on an atom: 5.636 eV/Å

Positions of all 14 atoms, in Å:
C: -0.397 -1.373 -0.429
C: -0.412 0.545 1.063
C: 0.471 -0.269 0.003
N: 1.727 -0.384 0.433
O: 2.594 0.460 0.381
O: -1.554 1.029 0.438
O: 0.155 1.057 -1.420
H: -0.375 -2.017 0.358
H: -0.018 -1.775 -1.343
H: -1.299 -0.888 -0.543
H: 0.165 1.342 1.420
H: -0.780 -0.261 1.851
H: -1.198 1.449 -0.323
H: 0.920 1.084 -1.889

(2)
Below is a single C3H7NO3 molecule, with properties calculated with the ωB97M-V functional and the def2-TZVPD basis.

Output
* SMILES: O=C(O)NCCO
* total charge: 0
* highest occupied orbital energy: -0.3654 hartree
* energy relative to the best compared isomer or geometry (same formula, charge and spin): 17.0 kcal per mole
* largest force on an atom: 0.622 eV/Å

Positions of all 14 atoms, in Å:
C: 0.008 -0.824 0.266
C: 0.204 0.236 1.333
O: -0.189 -0.229 2.617
N: 0.531 -0.404 -1.027
C: -0.108 0.521 -1.799
O: -1.427 0.600 -1.524
O: 0.420 1.176 -2.670
H: -1.037 -1.092 0.123
H: 0.505 -1.752 0.544
H: -0.433 1.091 1.104
H: 1.250 0.570 1.332
H: 0.525 -0.752 2.997
H: 1.540 -0.349 -1.109
H: -1.788 1.207 -2.188

(3)
Below is a molecular structure, C3H7NO3, with properties calculated with the ωB97M-V functional and the def2-TZVPD basis.

Output
* total charge: 0
* highest occupied orbital energy: -0.3515 hartree
* energy relative to the best compared isomer or geometry (same formula, charge and spin): 71.2 kcal per mole
* largest force on an atom: 2.832 eV/Å

Positions of all 14 atoms, in Å:
C: -1.335 0.054 0.946
C: 0.842 -1.344 -0.709
N: 0.231 -0.034 -0.534
C: 1.076 1.043 -0.478
O: -1.091 0.906 1.926
O: -2.051 0.384 -0.062
O: 2.287 1.008 -0.529
H: -1.313 1.804 1.627
H: -1.009 0.209 -0.809
H: -1.164 -0.977 1.262
H: 0.525 1.998 -0.384
H: 1.253 -1.450 -1.714
H: 1.662 -1.482 0.000
H: 0.089 -2.118 -0.542

(4)
Below is a molecular structure, C3H7NO3, with properties calculated with the ωB97M-V functional and the def2-TZVPD basis.

Output
* total charge: 0
* highest occupied orbital energy: -0.3528 hartree
* energy relative to the best compared isomer or geometry (same formula, charge and spin): 38.9 kcal per mole
* largest force on an atom: 2.297 eV/Å

Positions of all 14 atoms, in Å:
C: -0.547 0.892 0.610
C: 0.828 1.401 0.905
C: -0.138 -1.366 -0.420
N: 0.179 -2.373 -1.295
O: -0.091 -0.163 -0.902
O: -1.426 1.685 0.005
O: -0.362 -1.596 0.778
H: -1.023 2.052 -0.798
H: -1.038 0.375 1.427
H: 0.197 -2.158 -2.276
H: -0.052 -3.311 -1.016
H: 1.277 1.855 0.025
H: 0.746 2.131 1.718
H: 1.451 0.576 1.239

(5)
Below is a single C3H7NO3 molecule, with properties calculated with the ωB97M-V functional and the def2-TZVPD basis.

Output
* SMILES: O=C(O)NCCO
* total charge: 0
* highest occupied orbital energy: -0.3661 hartree
* energy relative to the best compared isomer or geometry (same formula, charge and spin): 40.0 kcal per mole
* largest force on an atom: 2.845 eV/Å

Positions of all 14 atoms, in Å:
C: -0.148 -0.756 0.028
C: -1.357 -0.202 -0.722
O: -2.583 -0.931 -0.332
N: 1.163 -0.148 -0.328
C: 1.893 0.820 0.289
O: 1.174 1.224 1.321
O: 2.977 1.198 -0.159
H: -0.327 -0.783 1.198
H: -0.051 -1.869 -0.143
H: -1.560 0.925 -0.566
H: -1.435 -0.321 -1.823
H: -2.601 -0.898 0.625
H: 1.343 -0.133 -1.268
H: 1.513 1.875 1.880

(6)
Below is a gas-phase ion, C3H7NO3 (charge +1), with properties calculated with the ωB97M-V functional and the def2-TZVPD basis.

Output
* total charge: +1
* highest occupied orbital energy (spin up / spin down): -0.5747 / -0.5589 hartree
* energy relative to the best compared isomer or geometry (same formula, charge and spin): 65.2 kcal per mole
* spin multiplicity: 2
* largest force on an atom: 5.113 eV/Å

Positions of all 14 atoms, in Å:
O: -1.059 -2.109 -0.385
C: -0.459 -1.181 0.133
O: 0.565 -1.332 1.006
C: -0.392 0.292 -0.356
C: 0.956 0.787 -0.933
O: 1.342 2.059 -0.407
N: -0.982 1.141 0.787
H: 0.437 -1.983 1.642
H: -1.100 0.370 -1.094
H: 0.963 0.869 -2.105
H: 1.734 0.111 -0.660
H: 0.544 2.477 -0.178
H: -1.194 0.378 1.529
H: -1.928 1.448 0.571

(7)
Below is a gas-phase ion, C3H7NO3P (charge -1), with properties calculated with the ωB97M-V functional and the def2-TZVPD basis.

Output
* SMILES: [H]/N=C\CC=P([O-])(O)O
* total charge: -1
* highest occupied orbital energy: -0.1177 hartree
* energy relative to the best compared isomer or geometry (same formula, charge and spin): 52.4 kcal per mole
* largest force on an atom: 3.174 eV/Å

Positions of all 15 atoms, in Å:
C: 0.425 -0.277 1.384
C: -1.053 -0.593 1.595
C: 1.296 -0.589 0.134
N: -2.125 -0.247 1.047
O: 1.447 -0.010 -2.519
O: -0.929 -0.056 -1.743
O: 0.646 1.816 -0.918
P: 0.666 0.201 -1.282
H: 0.448 0.734 1.698
H: 0.915 -0.847 2.306
H: -1.055 -1.381 2.282
H: 1.161 -1.637 0.077
H: -1.112 0.127 -2.711
H: 1.238 2.359 -1.573
H: -1.968 0.399 0.224

(8)
Below is 2 unconnected molecules or ions with the total composition C3H7NO3P, with properties calculated with the ωB97M-V functional and the def2-TZVPD basis.

Output
* total charge: -1
* highest occupied orbital energy (spin up / spin down): -0.0247 / -0.1832 hartree
* energy relative to the best compared isomer or geometry (same formula, charge and spin): 27.1 kcal per mole
* spin multiplicity: 3
* largest force on an atom: 3.950 eV/Å

Positions of all 15 atoms, in Å:
C: -1.271 0.053 -0.133
C: -0.259 0.062 0.854
C: -2.558 -0.795 0.097
N: 2.458 1.268 -0.907
O: 3.390 0.184 1.264
O: 2.612 -1.401 -0.692
O: -1.059 1.189 0.730
P: 2.524 -0.130 0.088
H: -1.159 0.280 -1.252
H: -0.339 -0.628 1.688
H: -2.132 -1.749 0.581
H: -3.102 -0.997 -0.783
H: -3.121 -0.361 0.884
H: 1.986 0.890 -1.845
H: 2.030 2.136 -0.575

(9)
Below is 2 unconnected molecules or ions with the total composition C3H7NO3S, with properties calculated with the ωB97M-V functional and the def2-TZVPD basis.

Output
* total charge: -2
* highest occupied orbital energy: 0.0096 hartree
* energy relative to the best compared isomer or geometry (same formula, charge and spin): 6.2 kcal per mole
* largest force on an atom: 1.495 eV/Å

Positions of all 15 atoms, in Å:
C: 0.408 -1.379 0.239
C: 0.695 -0.879 1.665
S: 0.084 -1.855 3.081
N: -0.870 -0.931 -0.329
C: -0.787 0.214 -1.192
O: 0.245 0.408 -1.869
O: -1.808 0.961 -1.146
H: 1.213 -1.011 -0.368
H: 0.409 -2.473 0.327
H: 0.276 0.107 1.781
H: 1.768 -0.716 1.787
H: -1.480 -0.663 0.433
H: -0.647 2.964 -1.089
H: 0.292 2.151 -1.790
O: 0.203 3.101 -1.531

(10)
Below is 2 unconnected molecules or ions with the total composition C3H7NO4, with properties calculated with the ωB97M-V functional and the def2-TZVPD basis.

Output
* total charge: -2
* highest occupied orbital energy: 0.0580 hartree
* energy relative to the best compared isomer or geometry (same formula, charge and spin): 0.0 kcal per mole
* largest force on an atom: 3.825 eV/Å

Positions of all 15 atoms, in Å:
C: -0.718 -0.840 -0.537
C: 1.647 0.148 -0.489
C: 0.209 0.264 0.037
N: 2.836 0.552 0.257
O: 3.189 1.821 -0.284
O: 2.567 0.722 1.640
O: 0.698 1.174 -0.944
O: 0.082 0.577 1.282
H: -1.061 -1.413 0.245
H: -1.595 -0.449 -0.856
H: -0.279 -1.477 -1.352
H: 1.860 -0.625 -1.350
H: -13.259 -3.609 0.726
H: 2.457 2.452 -0.064
H: 1.367 0.703 1.689

(11)
Below is 2 unconnected molecules or ions with the total composition C3H7NO4, with properties calculated with the ωB97M-V functional and the def2-TZVPD basis.

Output
* SMILES: CC(=O)O.NC(=O)O
* total charge: 0
* highest occupied orbital energy: -0.3839 hartree
* energy relative to the best compared isomer or geometry (same formula, charge and spin): 15.7 kcal per mole
* largest force on an atom: 4.919 eV/Å

Positions of all 15 atoms, in Å:
C: 1.948 -0.190 -0.050
C: -2.081 0.103 0.688
C: -1.265 -0.894 -0.096
N: 3.188 0.290 -0.033
O: 1.853 -1.542 -0.034
O: -0.831 -1.879 0.408
O: -1.034 -0.718 -1.445
O: 0.941 0.481 -0.011
H: -1.394 0.586 1.212
H: -2.714 0.778 0.106
H: -2.887 -0.323 1.327
H: 4.034 -0.262 0.199
H: 3.285 1.166 -0.571
H: 0.938 -1.716 -0.004
H: -0.940 0.263 -1.552

(12)
Below is a single C3H7NO4 molecule, with properties calculated with the ωB97M-V functional and the def2-TZVPD basis.

Output
* SMILES: CC(O)(O)NC(=O)O
* total charge: 0
* highest occupied orbital energy: -0.3796 hartree
* energy relative to the best compared isomer or geometry (same formula, charge and spin): 5.3 kcal per mole
* largest force on an atom: 0.978 eV/Å

Positions of all 15 atoms, in Å:
C: -0.770 -0.476 -0.047
C: -0.783 0.176 -1.427
N: 0.136 0.248 0.860
C: 1.404 0.617 0.588
O: -2.030 -0.410 0.508
O: -0.401 -1.820 -0.092
O: 1.928 1.315 1.620
O: 2.023 0.370 -0.417
H: -2.156 -1.197 1.054
H: 0.443 -1.902 -0.554
H: 2.839 1.564 1.403
H: -0.246 0.532 1.749
H: -1.416 -0.419 -2.080
H: 0.225 0.227 -1.825
H: -1.197 1.175 -1.340